1.
ORCA calculation (wB97M-V/def2-TZVPD) on 12 unconnected molecules or ions with the total composition C38H45BrF11O33P in a non-equilibrium geometry.

* LUMO energy: 0.1 eV
* HOMO energy: -0.3173 hartree
* orbital gap: 8.70 eV
* SMILES: O=C1OC[C@@H](F)O1.O=C1OC[C@@H](F)O1.O=C1OC[C@@H](F)O1.O=C1OC[C@@H](F)O1.O=C1OC[C@@H](F)O1.O=C1OC[C@@H](F)O1.O=C1OC[C@@H](F)O1.O=C1OC[C@@H](F)O1.O=C1OC[C@@H](F)O1.O=C1OC[C@@H](F)O1.O=C1OC[C@@H](F)O1.CCP[C@@H](Br)CC

Atoms and positions in Å:
1 O 1.57318 -6.79878 1.21881
2 C 1.15837 -5.77946 0.78578
3 O 1.93008 -4.75081 0.37737
4 C 1.06454 -3.76545 -0.20066
5 C -0.24513 -4.08172 0.45101
6 F -1.30532 -3.81790 -0.36949
7 O -0.16751 -5.48903 0.64319
8 H 1.03057 -3.90019 -1.27876
9 H 1.41154 -2.76110 0.01533
10 H -0.40521 -3.59304 1.41615
11 O 1.20594 -0.84399 -2.80492
12 C 0.73837 0.21809 -3.03868
13 O -0.44556 0.65097 -2.55163
14 C -0.58742 2.02095 -2.95263
15 C 0.30922 2.09282 -4.15530
16 F 0.87796 3.31608 -4.28473
17 O 1.31943 1.14504 -3.83940
18 H -0.25219 2.67204 -2.14288
19 H -1.62255 2.25600 -3.18994
20 H -0.17331 1.81570 -5.09597
21 O 2.18080 0.80957 -0.56773
22 C 3.24500 0.58754 -0.08599
23 O 3.67234 -0.63857 0.28499
24 C 5.04224 -0.51454 0.68760
25 C 5.12254 0.93878 1.05388
26 F 6.35330 1.45629 0.79251
27 O 4.18005 1.53529 0.16966
28 H 5.69245 -0.76654 -0.15276
29 H 5.27141 -1.17104 1.52063
30 H 4.84541 1.16012 2.08297
31 O -2.95551 3.84476 -4.47463
32 C -3.83339 3.11397 -4.79785
33 O -5.05333 3.52565 -5.21105
34 C -5.78053 2.36379 -5.62308
35 C -5.08047 1.27536 -4.86189
36 F -5.08460 0.11060 -5.55430
37 O -3.74423 1.75972 -4.78012
38 H -5.68627 2.23762 -6.70362
39 H -6.83443 2.44758 -5.36579
40 H -5.46517 1.10547 -3.85306
41 O 6.46234 -0.00893 3.29289
42 C 7.29848 0.78046 3.59059
43 O 8.61909 0.61081 3.36310
44 C 9.27337 1.82997 3.73020
45 C 8.29695 2.42850 4.69816
46 F 8.31449 3.78493 4.64668
47 O 7.04652 1.96493 4.20373
48 H 9.41168 2.44984 2.84129
49 H 10.24291 1.63681 4.18083
50 H 8.42627 2.10078 5.73171
51 O -3.17618 0.34459 -8.19285
52 C -2.53807 -0.32620 -7.45768
53 O -1.53179 0.14227 -6.67908
54 C -1.10787 -0.93376 -5.84268
55 C -1.54890 -2.13767 -6.62614
56 F -1.89031 -3.16676 -5.80943
57 O -2.71189 -1.66391 -7.28577
58 H -1.60905 -0.86265 -4.87328
59 H -0.02970 -0.90391 -5.68672
60 H -0.82501 -2.48621 -7.36626
61 O 6.74071 1.20698 8.70850
62 C 6.22366 2.22901 8.41933
63 O 5.01612 2.63565 8.88346
64 C 4.80591 3.96821 8.41325
65 C 5.70168 4.02154 7.20779
66 F 6.20352 5.26691 7.01451
67 O 6.76047 3.14819 7.56878
68 H 5.10866 4.68029 9.18367
69 H 3.75899 4.13597 8.16811
70 H 5.23740 3.66893 6.28360
71 O 11.35974 0.96080 6.90508
72 C 11.95641 0.22352 6.19918
73 O 13.02796 -0.50932 6.58271
74 C 13.37295 -1.36343 5.48950
75 C 12.78781 -0.62665 4.31754
76 F 12.37270 -1.48008 3.34986
77 O 11.65399 0.01160 4.88790
78 H 12.91298 -2.34330 5.63183
79 H 14.45144 -1.48636 5.41393
80 H 13.44866 0.12552 3.88044
81 O -7.32036 2.83659 -1.77940
82 C -6.43714 3.54459 -1.41947
83 O -5.12620 3.26949 -1.59962
84 C -4.38941 4.41718 -1.16122
85 C -5.35568 5.06513 -0.21120
86 F -5.22573 6.41355 -0.20764
87 O -6.61445 4.72224 -0.77266
88 H -4.15902 5.05165 -2.01984
89 H -3.45805 4.12349 -0.68020
90 H -5.30077 4.69210 0.81401
91 O -13.18604 0.87440 -2.35932
92 C -12.31212 1.58230 -1.99318
93 O -10.99219 1.31915 -2.15907
94 C -10.26691 2.46932 -1.70951
95 C -11.24884 3.10976 -0.77023
96 F -11.12667 4.46316 -0.76203
97 O -12.49946 2.76356 -1.34273
98 H -10.03214 3.10893 -2.56197
99 H -9.34355 2.18438 -1.22150
100 H -11.20226 2.73580 0.25534
101 O -2.87449 -10.17608 -1.96073
102 C -2.78105 -9.00818 -1.80462
103 O -1.61573 -8.31681 -1.86938
104 C -1.93960 -6.92846 -1.76546
105 C -3.26730 -6.96467 -1.06524
106 F -4.06699 -5.93450 -1.45189
107 O -3.82767 -8.18151 -1.52841
108 H -2.00952 -6.49646 -2.76695
109 H -1.18453 -6.38901 -1.20047
110 H -3.20151 -6.98383 0.02502
111 C -4.73978 -1.54276 -2.06431
112 C -4.00137 -2.61221 -1.16545
113 P -3.63515 -2.00379 0.55768
114 C -2.25397 -0.74042 0.53561
115 Br -2.88137 0.95992 -0.37808
116 C -1.71689 -0.31756 1.94642
117 C -2.37802 -1.03745 3.15544
118 H -5.26468 -0.85554 -1.38712
119 H -5.51560 -2.01135 -2.68744
120 H -4.03708 -0.99355 -2.70394
121 H -3.14066 -3.04726 -1.67854
122 H -4.73088 -3.42766 -1.03884
123 H -4.78638 -1.23128 0.90999
124 H -1.38085 -1.07734 -0.03582
125 H -1.86856 0.75898 2.09939
126 H -0.62620 -0.46284 1.99506
127 H -2.08266 -0.49925 4.07227
128 H -3.47164 -1.02898 3.13469
129 H -1.95058 -2.04245 3.25125

2.
ORCA calculation (wB97M-V/def2-TZVPD) on 2 unconnected molecules or ions with the total composition C4H12 in a non-equilibrium geometry.

* relative energy (zero: lowest compared OMol25 entry of this formula, charge and spin): 22.05 kcal per mole
* LUMO energy: 1.1 eV
* HOMO energy: -0.4015 hartree
* orbital gap: 12.01 eV
* SMILES: CC.CC

Atoms and positions in Å:
1 C -1.88991 0.78359 1.16218
2 C -1.42504 2.23144 0.94634
3 H -1.30740 0.18368 1.88657
4 H -2.85913 0.71823 1.65328
5 H -1.63770 0.17144 0.29657
6 H -2.11676 3.01947 1.25325
7 H -0.92956 2.29533 -0.00797
8 H -0.70255 2.51689 1.73177
9 C 1.89876 -1.30491 -1.75597
10 C 1.35136 -1.71592 -0.40755
11 H 1.43513 -0.32238 -1.91652
12 H 2.95174 -1.07750 -1.81310
13 H 1.60610 -1.92105 -2.60487
14 H 0.44778 -2.32561 -0.41502
15 H 1.32985 -0.84629 0.26443
16 H 1.99948 -2.33563 0.22081

3.
ORCA calculation (wB97M-V/def2-TZVPD) on 2 unconnected molecules or ions with the total composition C4H13N3 in a non-equilibrium geometry.

* relative energy (zero: lowest compared OMol25 entry of this formula, charge and spin): 136.60 kcal per mole
* total charge: +2
* LUMO energy (alpha / beta): -9.4 / -8.9 eV
* HOMO energy (alpha / beta): -0.6678 / -0.6558 hartree
* orbital gap (alpha / beta): 8.78 / 8.95 eV

Atoms and positions in Å:
1 C 1.42651 -0.44287 0.05713
2 C 3.55339 0.75815 -0.41546
3 C -3.15444 -0.17696 -0.90291
4 C -1.34433 0.60635 0.69894
5 N 1.56777 -1.64641 0.58556
6 N 2.19104 0.55721 -0.22410
7 N -2.64080 -0.06710 0.42293
8 H 4.22444 -0.00902 -0.16575
9 H 3.87604 1.65131 0.16517
10 H 3.77971 0.90686 -1.49426
11 H -3.24654 0.82230 -1.28769
12 H -2.61134 -0.91565 -1.47757
13 H -4.17503 -0.54019 -0.79430
14 H -1.26549 0.82259 1.72511
15 H -0.83622 1.19792 -0.13933
16 H 0.88775 -2.39519 0.35085
17 H 2.28688 -1.92931 1.24701
18 H 1.54679 1.32079 -0.34008
19 H -3.39329 0.44866 1.06989
20 H -2.67285 -0.96944 0.91886

4.
ORCA calculation (wB97M-V/def2-TZVPD) on a molecular structure, C5H8O2 in a non-equilibrium geometry.

* relative energy (zero: lowest compared OMol25 entry of this formula, charge and spin): 120.69 kcal per mole
* LUMO energy: 0.6 eV
* HOMO energy: -0.3281 hartree
* orbital gap: 9.58 eV

Atoms and positions in Å:
1 C 1.11599 -0.31174 -1.82011
2 C 0.62897 -0.91337 -0.73966
3 O 1.24652 -0.97465 0.46952
4 C 0.33489 -0.58007 1.49963
5 C -0.17500 0.81586 1.46749
6 C -1.00600 -0.12866 1.15318
7 O -2.16906 -0.59093 0.67074
8 H 0.08046 1.52798 -1.04587
9 H 2.14609 0.01883 -1.88541
10 H 0.51745 -0.31481 -2.72360
11 H -0.35879 -1.37366 -0.74895
12 H 0.58811 -1.09710 2.42427
13 H -0.45135 1.94900 -0.61491
14 H 0.20160 1.82503 1.55218
15 H -2.69989 0.14830 0.34150

5.
ORCA calculation (wB97M-V/def2-TZVPD) on 2 unconnected molecules or ions with the total composition C5H13NO in a non-equilibrium geometry.

* relative energy (zero: lowest compared OMol25 entry of this formula, charge and spin): 38.84 kcal per mole
* LUMO energy: 0.8 eV
* HOMO energy: -0.3626 hartree
* orbital gap: 10.66 eV
* SMILES: CC(N)=O.CCC

Atoms and positions in Å:
1 C -0.80541 -2.18794 -1.52861
2 C 0.55961 -1.62883 -1.21736
3 N 1.26429 -0.85839 -2.15142
4 O 1.08675 -1.70559 -0.12139
5 H -0.68612 -3.21141 -1.63281
6 H -1.32949 -1.66213 -2.40830
7 H -1.53659 -1.94145 -0.71734
8 H 2.22812 -0.65512 -2.03872
9 H 0.79143 -0.72708 -3.06639
10 C -1.75242 1.26231 1.72264
11 C -0.22731 1.62533 1.95958
12 C 0.21657 2.93955 1.26792
13 H -1.51998 0.83738 0.66488
14 H -2.57702 2.03232 1.66690
15 H -2.12819 0.41508 2.37132
16 H -0.27372 1.79231 3.15154
17 H 0.28450 0.71825 1.50721
18 H 1.30745 3.10815 1.32531
19 H 0.21461 3.07359 0.18244
20 H -0.26527 3.81105 1.79995

6.
ORCA calculation (wB97M-V/def2-TZVPD) on 2 unconnected molecules or ions with the total composition C6H12O2.

* relative energy (zero: lowest compared OMol25 entry of this formula, charge and spin): 50.90 kcal per mole
* LUMO energy: 0.7 eV
* HOMO energy: -0.3537 hartree
* orbital gap: 10.35 eV
* SMILES: C=CCO.CCC=O

Atoms and positions in Å:
1 C -1.59425 2.22449 -1.21707
2 C -1.50918 1.15443 -1.99097
3 C -0.31120 0.83083 -2.82596
4 O -0.00637 -0.55411 -2.63123
5 H -2.49670 2.43716 -0.66014
6 H -0.77204 2.92440 -1.12557
7 H -2.32625 0.44359 -2.04991
8 H -0.53732 1.00924 -3.88227
9 H 0.52891 1.45748 -2.51424
10 H 0.71491 -0.78000 -3.22500
11 C 0.78774 -1.30645 0.53182
12 C 1.34276 -0.59889 1.76507
13 C 0.37058 -0.60868 2.90741
14 O 0.62423 -0.98456 4.02234
15 H 0.61216 -2.36553 0.72781
16 H 1.47333 -1.22952 -0.30788
17 H -0.16200 -0.87236 0.21940
18 H 2.28195 -1.03468 2.10543
19 H 1.53365 0.45268 1.52249
20 H -0.64831 -0.23667 2.66670

7.
ORCA calculation (wB97M-V/def2-TZVPD) on 6 unconnected molecules or ions with the total composition C18H52N4O6 in a non-equilibrium geometry.

* relative energy (zero: lowest compared OMol25 entry of this formula, charge and spin): 19.76 kcal per mole
* LUMO energy: 0.4 eV
* HOMO energy: -0.3367 hartree
* orbital gap: 9.53 eV
* SMILES: COC[C@H](C)N.COC[C@H](C)N.COC[C@H](C)N.COC[C@H](C)N.CO.CO

Atoms and positions in Å:
1 C 11.56175 7.09326 13.36196
2 O 10.33009 6.65510 12.81813
3 C 9.53516 7.71658 12.36386
4 C 8.15318 7.18938 11.92549
5 C 8.19048 6.20975 10.78501
6 N 7.29072 8.28219 11.47760
7 H 12.22873 7.46548 12.57621
8 H 12.01698 6.20266 13.80546
9 H 11.33045 7.83812 14.13689
10 H 9.40557 8.42340 13.21409
11 H 9.98044 8.27306 11.51245
12 H 7.74322 6.71734 12.82722
13 H 8.73523 6.63381 9.92824
14 H 7.18836 5.99277 10.41040
15 H 8.62951 5.24389 11.03306
16 H 7.35538 9.06563 12.11304
17 H 7.59445 8.54543 10.55022
18 C 15.00152 7.51293 7.87123
19 O 16.03288 6.71569 7.27030
20 C 17.28467 6.84011 7.94964
21 C 18.14307 5.63284 7.58259
22 C 19.52674 5.60914 8.19785
23 N 18.28854 5.56793 6.12985
24 H 14.25086 7.58819 7.07054
25 H 15.40872 8.49775 8.12389
26 H 14.64166 7.03790 8.78510
27 H 17.76399 7.77964 7.61915
28 H 17.11489 6.91603 9.03511
29 H 17.57130 4.76143 7.91232
30 H 20.00787 4.65392 7.97234
31 H 19.50364 5.77350 9.27347
32 H 20.19528 6.32701 7.70131
33 H 17.38886 5.34099 5.72163
34 H 18.50088 6.49506 5.78649
35 C 13.50670 11.05856 13.78395
36 O 12.61818 12.01103 14.33473
37 C 11.24655 11.66712 14.24697
38 C 10.42095 12.77846 14.93792
39 C 10.78347 13.01785 16.39898
40 N 8.97587 12.49326 14.90766
41 H 14.48886 11.53170 13.80894
42 H 13.18824 10.76071 12.77496
43 H 13.52043 10.08767 14.32040
44 H 10.94961 11.56606 13.19481
45 H 11.05588 10.68211 14.71564
46 H 10.57548 13.67378 14.32393
47 H 11.80658 13.35930 16.56655
48 H 10.65683 12.08469 16.95520
49 H 10.06221 13.73572 16.80303
50 H 8.80443 11.80283 15.62953
51 H 8.49384 13.33681 15.20745
52 C 15.56488 6.85938 15.06821
53 O 16.85527 7.44024 15.06146
54 C 17.89431 6.47915 15.28760
55 C 19.22283 7.23709 15.36477
56 C 20.45998 6.35873 15.48783
57 N 19.05659 8.16553 16.49999
58 H 15.49504 6.04375 14.32834
59 H 14.87261 7.66800 14.83847
60 H 15.36561 6.40495 16.04803
61 H 17.73852 6.05787 16.29831
62 H 17.86519 5.74822 14.46640
63 H 19.29538 7.88526 14.48941
64 H 21.37131 6.94463 15.35450
65 H 20.46637 5.52263 14.78204
66 H 20.49467 5.88867 16.46818
67 H 19.02289 7.53927 17.30136
68 H 18.20652 8.70090 16.40233
69 C 13.81960 11.82509 9.61735
70 O 13.91446 10.43884 9.28496
71 H 12.97901 12.30026 9.09895
72 H 13.64672 11.87403 10.69544
73 H 14.72970 12.36353 9.35637
74 H 13.57950 10.27705 8.39695
75 C 15.72411 8.78462 11.72022
76 O 14.43741 8.48922 11.21194
77 H 16.46441 9.12075 10.97384
78 H 15.72129 9.53873 12.51680
79 H 16.13679 7.86958 12.14110
80 H 14.14586 9.21492 10.64290

8.
ORCA calculation (wB97M-V/def2-TZVPD) on 6 unconnected molecules or ions with the total composition C11H34BrN8O5 in a non-equilibrium geometry.

* relative energy (zero: lowest compared OMol25 entry of this formula, charge and spin): 28.07 kcal per mole
* total charge: -1
* LUMO energy: 2.5 eV
* HOMO energy: -0.1828 hartree
* orbital gap: 7.44 eV

Atoms and positions in Å:
1 Br -0.53112 0.71914 -2.18097
2 C -1.14028 2.87212 1.86207
3 O -0.43780 3.80152 1.45495
4 N -1.06730 2.49946 3.18244
5 N -1.84706 2.04850 1.05550
6 H -1.68400 1.78864 3.53010
7 H -0.49959 3.02881 3.81312
8 H -1.66604 2.11025 0.05923
9 H -2.73639 1.64759 1.28896
10 C 3.90931 1.77240 -2.25971
11 O 4.95600 2.15034 -2.80955
12 N 2.95236 1.08806 -2.93481
13 N 3.69461 1.90629 -0.92175
14 H 3.00615 0.85399 -3.90350
15 H 2.05981 0.95988 -2.48276
16 H 2.80441 1.70745 -0.48538
17 H 4.33727 2.55743 -0.50523
18 C 0.17121 4.44857 -3.05585
19 O -0.26578 3.60647 -3.84313
20 N 0.82116 4.03271 -1.92403
21 N 0.30202 5.76051 -3.38677
22 H 1.24423 4.64900 -1.25839
23 H 0.86238 3.03868 -1.76980
24 H 0.13604 5.95076 -4.35788
25 H 0.85042 6.38932 -2.83512
26 C -4.64366 -3.21472 -1.08712
27 C -3.43703 -2.37650 -0.72994
28 C -2.08520 -3.13024 -0.73117
29 O -1.98497 -4.22842 0.15918
30 C -1.90424 -3.80776 1.50825
31 N -3.31563 -1.32672 -1.72715
32 H -4.54558 -3.65099 -2.08171
33 H -5.56979 -2.63454 -1.17746
34 H -4.89340 -3.90346 -0.27334
35 H -3.54954 -1.94164 0.27699
36 H -1.23827 -2.44058 -0.69072
37 H -2.07240 -3.57243 -1.73307
38 H -2.21278 -2.77657 1.67228
39 H -0.89893 -3.88344 1.94725
40 H -2.47532 -4.51424 2.11697
41 H -2.49333 -0.71871 -1.61033
42 H -4.02496 -0.60717 -1.58481
43 C 2.03851 0.00737 3.15355
44 C 1.92148 -0.52343 1.71441
45 C 1.13511 -1.83664 1.64296
46 O 1.76340 -2.90077 2.31249
47 C 2.64730 -3.61552 1.49302
48 N 1.32697 0.53957 0.89621
49 H 2.59410 -0.66388 3.80829
50 H 1.04241 0.19528 3.55941
51 H 2.56505 0.96276 3.13718
52 H 2.92899 -0.58218 1.29748
53 H 0.97424 -2.07747 0.58119
54 H 0.09793 -1.67876 1.95373
55 H 3.17206 -4.37337 2.06563
56 H 3.33060 -2.98467 0.91273
57 H 2.10320 -4.12674 0.68339
58 H 1.05649 0.12232 0.00186
59 H 0.41518 0.87633 1.20064

Summary of total energy in eV
-216927.945; -4341.572; -8807.653; -9404.599; -8932.327; -10510.100; -37751.499; -104164.108
(order as listed above)
Summary of molecular weight in g mol⁻¹
1349.601; 60.140; 103.169; 100.117; 103.165; 116.160; 420.636; 438.348
(order as listed above)